Entry 1:
9
Properties=species:S:1:pos:R:3:forces:R:3 method="wB97M-V/def2-TZVPD" homo_lumo_gap_ev=9.926 lumo_ev=0.5 fmax_ev_per_a=3.61 e_homo_ev=-9.46 relative_energy_kcal_mol=10.0 e_tot_ev=-25856.0607 mol_weight_g_mol=108.2
O 0.380181 1.796592 -0.142292 0.601 -1.610 -0.159
C 0.606721 0.590258 -0.161714 -2.826 2.168 0.579
S 2.261765 0.201225 0.023808 2.233 -0.776 -0.085
C -0.577575 -0.418031 -0.138463 1.442 1.210 -1.334
S -2.197679 0.330628 -0.075876 -0.028 0.074 1.254
H 2.536409 -1.116008 -0.295031 -0.977 0.668 0.183
H -0.360106 -1.108200 0.634184 -0.110 -0.982 0.592
H -0.484273 -0.858830 -1.127407 -0.243 -0.682 0.003
H -2.165440 0.582369 1.282792 -0.093 -0.070 -1.034

---

Entry 2:
64
Properties=species:S:1:pos:R:3:forces:R:3 method="wB97M-V/def2-TZVPD" homo_lumo_gap_ev=6.031 lumo_ev=1.6 fmax_ev_per_a=1.27 e_homo_ev=-4.44 e_tot_ev=-127926.3972 mol_weight_g_mol=684.1 total_charge=-1
Zn 0.256478 1.791452 -1.327400 0.148 0.562 -0.576
N -3.770439 0.310557 -1.879168 0.282 -0.109 -0.452
C -4.671397 0.654607 -0.871454 -0.493 0.207 0.340
C -5.894784 0.002313 -0.798970 0.104 0.062 0.077
C -6.823493 0.344569 0.177317 0.031 -0.053 0.008
C -6.529256 1.336879 1.090061 -0.016 0.120 0.078
C -5.315404 2.010052 1.014525 -0.002 -0.146 -0.177
C -4.399428 1.681661 0.036503 0.481 -0.021 -0.274
S -2.864948 2.589044 -0.073804 -0.501 0.163 0.593
N -2.089218 1.883568 -1.351444 -0.044 -0.618 -0.810
C -2.538241 0.906824 -2.044162 -0.495 0.622 0.877
C -1.700806 0.428954 -3.147920 0.364 -0.565 -1.072
C -2.138939 -0.512898 -4.083578 0.004 0.359 0.268
C -1.259769 -0.939456 -5.059745 0.249 0.089 -0.038
C 0.013958 -0.393894 -5.115018 -0.304 -0.080 0.023
C 0.345302 0.580085 -4.188114 0.281 -0.061 -0.281
N -0.479632 0.962895 -3.232422 -0.426 -0.099 0.450
H -3.877207 -0.616648 -2.260046 0.144 0.089 0.150
H -6.125097 -0.777252 -1.513073 0.019 -0.050 -0.070
H -7.776257 -0.165775 0.216560 0.008 -0.045 0.000
H -7.235220 1.606287 1.859690 -0.114 0.006 0.065
H -5.076882 2.799191 1.710470 0.000 0.102 0.133
H -3.147202 -0.898761 -4.070551 0.005 -0.043 0.062
H -1.563132 -1.689374 -5.774947 -0.051 -0.064 -0.052
H 0.728750 -0.719559 -5.853592 0.076 0.054 -0.071
H 1.306171 1.076380 -4.197297 0.139 -0.012 0.098
S 2.649865 1.971220 -1.882268 0.113 -0.333 -0.264
C 2.381441 3.406960 -0.981844 -0.083 0.257 -0.279
S 0.761580 4.035922 -0.932997 -0.344 -0.129 0.125
C 3.391195 4.080731 -0.326780 -0.625 -0.288 -0.275
C 3.114519 5.201615 0.466009 -0.169 0.725 0.514
N 2.933976 6.111314 1.149706 -0.032 0.219 0.087
C 4.715244 3.637900 -0.278847 0.828 -0.417 -0.028
N 5.816933 3.315588 -0.179555 0.251 -0.095 -0.054
O -1.470363 -1.628411 -1.052449 -0.446 -0.240 -0.292
C -0.548704 -1.225673 -0.362217 -0.080 -0.123 -0.024
N 0.128389 -1.976284 0.558286 0.214 -0.321 0.170
C 1.193931 -1.233141 1.184965 0.124 -0.011 0.058
C 0.930099 0.139067 0.558301 0.125 0.085 0.794
O 1.484875 1.185044 0.833851 0.293 -0.134 0.416
N -0.032772 0.034985 -0.358993 -0.122 0.442 -0.497
C 2.582597 -1.674113 0.764665 0.185 -0.180 -0.103
C 3.675732 -0.973347 1.260983 0.017 -0.015 -0.034
C 4.959582 -1.376234 0.948876 0.058 0.050 0.076
C 5.168822 -2.481406 0.140057 0.004 -0.060 -0.050
C 4.081786 -3.159528 -0.382760 0.174 -0.094 -0.092
C 2.792570 -2.753677 -0.081384 -0.156 0.034 0.055
C 1.087856 -1.260562 2.694670 -0.077 0.064 0.128
C 1.199757 -2.488660 3.338101 -0.078 0.064 0.052
C 1.060173 -2.574072 4.711767 -0.012 -0.183 -0.056
C 0.819115 -1.431480 5.457567 0.003 0.022 0.141
C 0.732674 -0.204552 4.823206 -0.035 -0.068 0.134
C 0.871490 -0.116632 3.447697 -0.081 0.045 -0.034
H -0.121413 -2.915828 0.806140 -0.127 0.022 -0.109
H 3.510562 -0.096912 1.868850 0.003 0.071 0.095
H 5.800627 -0.825013 1.340385 0.081 0.095 0.006
H 6.174628 -2.802949 -0.090317 0.061 -0.010 -0.037
H 4.237721 -4.008578 -1.034728 -0.002 -0.045 -0.039
H 1.951679 -3.277004 -0.516666 -0.055 0.000 0.037
H 1.394950 -3.381163 2.757391 0.057 -0.076 -0.031
H 1.132259 -3.538132 5.198081 0.024 -0.020 0.037
H 0.703435 -1.504556 6.530851 0.002 0.028 0.038
H 0.543326 0.691140 5.396792 0.025 0.075 0.048
H 0.815953 0.844719 2.962190 -0.006 0.072 -0.060

---

Entry 3:
6
Properties=species:S:1:pos:R:3:forces:R:3 method="wB97M-V/def2-TZVPD" homo_lumo_gap_ev=11.451 lumo_ev=0.5 fmax_ev_per_a=7.65 e_homo_ev=-10.95 relative_energy_kcal_mol=25.3 e_tot_ev=-4158.8399 mol_weight_g_mol=36.0
O 1.618945 -0.149089 -0.021844 0.930 4.494 -0.729
H 0.661561 -0.013525 -0.056060 -0.249 -0.517 -0.211
H 1.872334 0.885625 -0.221209 -0.478 -4.003 0.760
O -1.213740 0.127124 -0.080182 -3.418 -3.225 -6.036
H -1.817133 -0.777408 -0.402619 2.725 4.100 1.141
H -1.121967 -0.072729 0.781916 0.490 -0.849 5.076

---

Entry 4:
116
Properties=species:S:1:pos:R:3:forces:R:3 method="wB97M-V/def2-TZVPD" homo_lumo_gap_ev="6.730 / 7.380" multiplicity=2 s2=1.093 lumo_ev="-3.5 / -2.8" fmax_ev_per_a=1.46 e_homo_ev="-10.19 / -10.21" e_tot_ev=-149385.4885 mol_weight_g_mol=955.3 total_charge=+1
V 0.431102 -0.007247 -0.135427 1.423 -0.239 -0.203
C -3.092233 -1.709465 -1.545940 0.029 -0.024 0.001
C -1.791478 -1.260199 -1.707966 0.023 -0.037 -0.116
N -1.340078 -0.732510 -0.565228 -0.937 -0.274 -0.332
N -2.345380 -0.806776 0.334461 -0.136 0.288 -0.055
C -3.395834 -1.406340 -0.228527 -0.081 0.101 -0.051
B -2.244944 -0.292509 1.798342 0.149 -0.088 0.042
N -1.473219 1.062283 1.807620 -0.241 0.097 -0.170
C -1.877544 2.166269 2.443827 0.034 -0.035 0.006
C -1.112847 3.242263 2.027037 0.090 -0.053 0.012
C -0.236763 2.701664 1.099445 0.065 0.078 0.037
N -0.450004 1.388985 0.971511 -0.210 0.034 0.585
N -1.586465 -1.408618 2.616842 -0.064 0.015 0.042
C -2.201118 -2.161374 3.549603 0.005 0.042 0.065
C -1.453702 -3.297298 3.756219 0.039 -0.006 0.003
C -0.379457 -3.160289 2.872751 0.000 0.039 -0.020
N -0.464353 -2.023697 2.182935 0.015 0.041 -0.020
H -3.727181 -2.175271 -2.277054 -0.008 -0.006 -0.013
H -1.159650 -1.280005 -2.582206 0.010 -0.008 -0.004
H -4.297859 -1.567374 0.337300 -0.009 0.025 0.012
H -3.342213 -0.104615 2.235088 -0.003 0.043 -0.022
H -2.696464 2.121351 3.141462 -0.032 -0.010 -0.012
H -1.195595 4.267877 2.337129 -0.005 0.019 0.003
H 0.510460 3.190862 0.497859 0.054 -0.002 -0.025
H -3.126743 -1.838242 3.994042 -0.038 0.014 -0.011
H -1.650540 -4.104584 4.438277 -0.012 -0.012 0.011
H 0.439925 -3.837949 2.711437 0.057 -0.045 -0.012
C 2.007080 0.299099 -5.047498 -0.042 0.048 0.001
C 2.105479 -0.546278 -3.770385 -0.025 -0.052 -0.006
C 2.409993 -1.993019 -4.186655 -0.005 0.064 0.008
C 3.135292 0.038406 -2.814292 0.051 -0.052 -0.075
C 4.488626 -0.189819 -3.059030 -0.010 0.028 -0.025
C 5.466246 0.363418 -2.250827 -0.032 -0.012 0.011
C 5.105135 1.184033 -1.193797 -0.009 -0.029 0.017
C 3.769046 1.442429 -0.908455 0.051 0.028 0.007
C 3.398799 2.450264 0.161639 -0.053 0.032 0.012
C 4.418869 2.556671 1.292737 -0.022 0.001 -0.010
C 3.175616 3.824254 -0.481386 -0.024 -0.014 -0.011
C 2.787428 0.825863 -1.701988 -0.001 -0.152 0.013
N 1.387887 1.052109 -1.427648 -0.484 0.333 -0.249
C 0.862104 1.937811 -2.343493 -0.159 0.370 0.079
C -0.364093 2.490445 -2.548200 0.052 -0.031 0.042
C -0.549488 3.384306 -3.678698 0.086 0.048 -0.023
C -1.806047 3.852199 -3.592657 0.005 0.077 -0.053
C -2.370303 3.273850 -2.382610 0.178 -0.246 0.137
N -1.543897 2.439838 -1.791192 -0.155 0.152 -0.014
C -3.725768 3.685255 -1.860798 0.056 -0.007 -0.065
C -3.726217 5.212572 -1.697122 0.032 0.011 -0.053
C -4.796195 3.279691 -2.881377 0.001 -0.012 -0.022
C -4.028442 3.050700 -0.517131 -0.012 0.165 0.130
H 1.351888 -0.193629 -5.766973 -0.017 0.007 -0.012
H 2.992809 0.399330 -5.504734 0.010 -0.006 -0.021
H 1.610814 1.297735 -4.869244 0.032 -0.037 0.004
H 1.131888 -0.531869 -3.272391 0.060 -0.013 -0.012
H 3.165613 -2.022688 -4.972674 0.035 -0.003 0.001
H 1.510795 -2.458086 -4.591443 -0.004 0.008 -0.034
H 2.765513 -2.608764 -3.364605 -0.025 -0.037 0.065
H 4.778162 -0.800749 -3.904041 0.003 -0.018 -0.019
H 6.510995 0.173240 -2.457311 0.014 0.002 -0.002
H 5.876206 1.642354 -0.590464 0.014 -0.005 0.005
H 2.452275 2.132996 0.602908 -0.004 -0.023 0.009
H 5.330313 3.059731 0.966438 0.013 -0.002 -0.004
H 4.691467 1.576423 1.686193 -0.004 -0.013 0.013
H 4.000995 3.148479 2.108425 0.006 0.005 0.002
H 4.095047 4.176666 -0.951372 0.020 0.008 -0.003
H 2.882802 4.556689 0.273436 -0.001 0.006 0.005
H 2.400377 3.794398 -1.248997 -0.009 0.012 0.021
H 1.602970 2.343226 -3.029808 -0.010 -0.254 -0.035
H 0.198329 3.617041 -4.421154 0.022 -0.020 -0.041
H -2.297573 4.537711 -4.263753 -0.008 0.024 0.009
H -3.524651 5.720966 -2.640355 -0.013 0.014 0.015
H -2.968427 5.523754 -0.975657 0.004 0.011 0.008
H -4.700775 5.544580 -1.336154 -0.010 0.001 0.005
H -4.614058 3.734602 -3.855645 -0.006 0.005 -0.010
H -5.780430 3.603039 -2.538200 -0.009 0.001 0.008
H -4.816851 2.195784 -3.010599 0.000 0.005 -0.002
H -4.154305 1.984351 -0.624110 -0.003 -0.473 0.042
H -4.951760 3.469171 -0.110105 0.007 -0.029 -0.008
H -3.219338 3.231865 0.188400 0.012 0.010 0.032
I 1.305967 -6.132900 -0.620704 0.005 0.028 0.001
C 1.635075 -4.106554 -0.727518 0.009 -0.005 -0.011
C 2.845601 -3.458004 -0.873657 -0.015 -0.007 0.009
N 2.592991 -2.147126 -0.840417 0.064 -0.028 0.004
N 1.277602 -1.891026 -0.708121 0.109 -0.050 0.224
C 0.688995 -3.087249 -0.620690 -0.044 -0.047 -0.047
H 3.844749 -3.841796 -0.992845 0.021 0.015 -0.016
H 3.233366 -1.376254 -0.999309 -0.012 -0.039 0.017
H -0.372140 -3.172671 -0.461105 0.004 0.028 0.004
C 4.677693 -4.367580 3.689148 0.008 0.005 -0.025
C 4.847378 -3.740845 2.310022 -0.005 0.018 0.031
C 4.190932 -2.365343 2.185567 0.005 -0.040 0.030
C 2.672278 -2.416348 2.352509 -0.093 0.026 -0.068
Ge 1.841167 -0.676629 1.979557 0.251 0.221 0.298
C 1.370941 0.471227 3.505053 -0.010 -0.051 -0.026
C 2.455155 0.638000 4.576311 0.000 -0.021 -0.002
C 2.791358 -0.616468 5.383141 -0.014 -0.001 -0.018
C 1.570550 -1.314796 5.970800 0.029 0.004 -0.002
H 5.211850 -5.314340 3.758081 0.005 -0.013 0.005
H 3.629838 -4.566120 3.916918 -0.018 -0.005 0.009
H 5.069918 -3.707047 4.464939 0.004 0.011 0.018
H 4.424263 -4.409727 1.552041 0.002 -0.011 -0.012
H 5.912099 -3.645311 2.084544 0.007 -0.006 -0.012
H 4.446432 -1.925033 1.216304 0.009 0.000 -0.001
H 4.625410 -1.695357 2.935102 0.009 0.031 -0.008
H 2.396823 -2.687732 3.371313 -0.013 -0.016 0.009
H 2.251784 -3.187021 1.702679 -0.004 0.037 -0.017
H 2.970355 0.058993 1.165055 -0.091 0.013 -0.040
H 0.442571 0.104872 3.945456 -0.014 -0.023 -0.010
H 1.147343 1.448642 3.071990 -0.019 -0.010 0.010
H 2.109146 1.410724 5.270905 0.008 0.007 0.002
H 3.369964 1.028899 4.120438 0.002 0.018 0.000
H 3.466959 -0.327391 6.191056 0.012 -0.002 -0.002
H 3.353495 -1.320942 4.764670 0.009 -0.008 0.002
H 0.958652 -0.615879 6.544967 -0.014 0.010 0.011
H 1.867565 -2.121805 6.640440 -0.001 -0.014 0.003
H 0.936109 -1.749100 5.195178 -0.024 -0.008 -0.012

---

Entry 5:
18
Properties=species:S:1:pos:R:3:forces:R:3 method="wB97M-V/def2-TZVPD" homo_lumo_gap_ev=8.893 lumo_ev=0.2 fmax_ev_per_a=2.94 e_homo_ev=-8.69 relative_energy_kcal_mol=80.4 e_tot_ev=-20032.2974 mol_weight_g_mol=253.0
O 2.056883 -2.534420 -0.444003 0.099 0.911 0.159
C 2.064383 -1.336613 -0.558736 0.180 -0.617 -0.389
C 1.742682 -0.175208 -1.420809 -0.513 -1.671 -1.752
C 2.417444 -0.005184 -0.085068 0.360 -0.245 2.264
I 4.471463 0.469161 0.189916 -0.467 0.041 -0.098
H 2.284700 -0.273280 -2.429791 -0.996 0.837 1.650
H 0.657705 -0.029967 -1.294007 0.489 0.595 -0.864
H 1.736446 0.312607 0.751174 0.860 0.183 -1.007
C -1.148207 -0.829091 1.705183 1.051 0.191 0.888
N -0.824573 0.027686 0.563508 0.071 1.139 0.743
C -1.763588 0.676254 0.078557 0.897 1.088 -1.392
C -2.384302 1.727155 -0.746649 2.522 -1.255 -0.856
O -3.061472 0.781586 0.114223 -2.562 -0.182 0.491
H -1.786465 -0.395673 2.581796 1.467 -0.419 -1.635
H -1.678098 -1.617708 1.272512 -1.148 -1.673 -0.170
H -0.148920 -1.263651 1.979385 -1.194 0.478 0.579
H -2.284239 2.705318 -0.420583 -0.270 1.731 1.294
H -2.351846 1.761022 -1.836602 -0.845 -1.132 0.096